DFT (ωB97M-V/def2-TZVPD) results for a cluster of 2 separate species, C6H7N in total.

As for the total energy: -287.307399 Eh. Its HOMO-LUMO gap (alpha / beta) is 8.2678 / 8.5033 eV. The HOMO energy (alpha / beta) is -7.85 / -7.96 eV.

```
! RIJCOSX wB97M-V def2-TZVPD def2/J DEFGRID3
* xyz 0 1
C 1.566 2.084 -2.150
C 0.453 1.941 -1.410
C 1.604 1.016 -1.190
C -1.105 -0.423 0.567
C -0.367 -1.660 0.459
C 0.373 -0.398 0.685
N 2.044 -0.004 -0.692
H 2.076 2.370 -3.072
H -0.515 2.358 -1.158
H -1.606 -0.144 -0.338
H -1.672 -0.265 1.465
H -0.469 -2.437 1.236
H -0.385 -2.082 -0.563
H 0.973 0.003 1.538
*
```



DFT (ωB97M-V/def2-TZVPD) results for a structure of composition C23H65BF4N13O11Rb.

As for the total energy: -2903.460951 Eh. Its HOMO-LUMO gap is 6.3451 eV. The HOMO energy is -7.78 eV.

```
! RIJCOSX wB97M-V def2-TZVPD def2/J DEFGRID3
* xyz 0 1
Rb -2.812 0.889 5.163
B -0.807 -0.029 2.562
F -1.855 -0.629 3.354
F -0.339 1.055 3.284
F 0.172 -1.019 2.567
F -1.225 0.327 1.305
C -2.736 5.864 -7.509
O -3.204 5.928 -6.189
C -2.254 6.495 -5.304
C -2.942 6.680 -3.949
N -3.048 5.486 -3.078
C -3.885 4.440 -3.674
C -4.157 3.314 -2.653
O -2.910 2.748 -2.336
C -2.943 1.540 -1.599
H -2.658 6.893 -7.884
H -3.486 5.424 -8.170
H -1.810 5.312 -7.690
H -1.700 7.346 -5.712
H -1.442 5.775 -5.127
H -3.996 6.966 -4.098
H -2.568 7.549 -3.406
H -3.601 5.850 -2.308
H -3.399 4.158 -4.605
H -4.863 4.869 -3.951
H -4.801 2.585 -3.161
H -4.702 3.708 -1.787
H -1.974 1.122 -1.874
H -3.726 0.804 -1.808
H -2.936 1.742 -0.519
C 5.867 -0.284 3.319
O 5.500 0.478 2.218
C 4.102 0.692 1.988
C 3.351 -0.575 1.575
N 3.430 -0.827 0.134
C 4.780 -0.878 -0.416
C 4.792 -1.095 -1.901
O 4.624 0.120 -2.611
C 4.846 -0.042 -3.988
H 6.869 -0.711 3.271
H 5.212 -1.124 3.575
H 5.882 0.353 4.216
H 3.961 1.459 1.229
H 3.855 1.103 2.974
H 2.298 -0.511 1.826
H 3.693 -1.455 2.132
H 3.118 -1.798 -0.035
H 5.534 -1.588 -0.042
H 5.303 0.062 -0.217
H 4.154 -1.935 -2.212
H 5.781 -1.470 -2.206
H 5.881 -0.326 -4.209
H 4.691 0.913 -4.492
H 4.115 -0.746 -4.398
C 0.283 -7.181 -0.234
O 1.213 -6.288 0.315
C 0.693 -5.259 1.146
C 1.691 -4.104 1.194
N 1.919 -3.404 -0.075
C 0.785 -2.564 -0.455
C 1.068 -2.036 -1.895
O 1.633 -2.983 -2.755
C 0.711 -4.008 -3.103
H -0.565 -6.594 -0.608
H -0.159 -7.778 0.580
H 0.737 -7.882 -0.927
H 0.426 -5.699 2.111
H -0.232 -4.906 0.673
H 2.666 -4.498 1.495
H 1.348 -3.460 2.004
H 1.949 -4.161 -0.756
H 0.758 -1.756 0.271
H -0.127 -3.169 -0.490
H 1.660 -1.120 -1.845
H 0.214 -1.523 -2.367
H 1.296 -4.854 -3.474
H 0.035 -3.580 -3.843
H 0.267 -4.499 -2.230
C 1.671 -1.637 5.874
O 2.118 -1.737 7.020
N 2.211 -2.247 4.812
N 0.608 -0.789 5.608
H 1.924 -1.978 3.896
H 2.710 -3.084 5.064
H 0.156 -0.465 6.444
H 0.496 -0.266 4.761
C -5.153 0.687 1.392
O -6.080 1.452 1.117
N -5.170 -0.615 0.995
N -4.074 1.022 2.134
H -5.838 -0.776 0.260
H -4.474 -1.266 1.306
H -3.239 0.498 1.926
H -3.935 2.014 2.264
C 1.049 1.901 -1.077
O 0.132 2.663 -1.366
N 2.095 1.714 -1.964
N 1.105 1.019 -0.049
H 1.949 2.122 -2.867
H 2.771 1.022 -1.697
H 1.879 0.348 -0.061
H 0.345 0.869 0.603
C -2.199 -4.616 4.153
O -2.818 -4.525 3.101
N -1.402 -3.620 4.650
N -2.422 -5.614 5.061
H -1.262 -2.764 4.141
H -0.874 -3.789 5.484
H -1.802 -5.779 5.828
H -3.066 -6.306 4.714
C -2.017 4.482 0.809
O -1.503 4.552 -0.284
N -1.818 3.433 1.666
N -3.106 5.245 1.202
H -1.138 2.723 1.446
H -2.149 3.422 2.611
H -3.383 5.152 2.157
H -3.598 5.833 0.559
*
```



DFT (ωB97M-V/def2-TZVPD) results for a structure of composition C12H30CeClI2N2OP2.

As for the total energy: -2872.272798 Eh. Its HOMO-LUMO gap is 3.7578 eV. The HOMO energy is -15.29 eV.

```
! RIJCOSX wB97M-V def2-TZVPD def2/J DEFGRID3
* xyz 3 1
I -0.157 -0.289 -7.450
I -0.157 2.378 -7.744
Ce -0.171 1.501 -1.189
P -2.484 1.522 -1.052
C -3.432 1.342 -2.610
C -3.169 0.204 0.019
H -4.256 0.302 0.122
H -4.251 2.985 -0.190
H -2.691 0.280 0.998
H -2.685 3.206 0.656
H -3.167 0.394 -3.087
H -2.929 -0.772 -0.413
C -3.165 3.055 -0.315
H -4.510 1.365 -2.419
H -2.923 3.903 -0.960
H -3.166 2.154 -3.292
P 2.142 1.510 -1.035
C 3.100 1.327 -2.586
C 2.825 3.038 -0.290
H 2.328 0.264 1.015
H 3.898 0.278 0.149
H 2.568 -0.787 -0.396
C 2.812 0.186 0.038
H 2.337 3.191 0.676
H 3.910 2.961 -0.155
H 4.177 1.347 -2.388
H 2.841 2.140 -3.270
H 2.594 3.888 -0.937
H 2.836 0.381 -3.066
Cl -0.178 1.781 1.181
C -1.904 -1.734 2.143
N -0.681 -0.941 1.886
C 0.105 -0.864 3.119
C 0.558 -2.261 3.536
C 1.227 -2.977 2.345
N 0.838 -2.506 0.999
C 1.544 -3.139 -0.104
C 0.016 -1.407 0.807
O 0.126 -0.757 -0.272
H -2.513 -1.278 2.954
H -1.699 -2.794 2.379
H -2.533 -1.876 1.263
H 0.997 -0.224 2.951
H -0.486 -0.393 3.938
H -0.316 -2.844 3.881
H 1.221 -2.239 4.427
H 1.101 -4.074 2.461
H 2.312 -2.755 2.441
H 2.642 -3.035 0.040
H 1.300 -4.222 -0.117
H 1.266 -2.716 -1.089
*
```



DFT (ωB97M-V/def2-TZVPD) results for the ion C9H13N2O2 with charge +1.

As for the SMILES: CCCN[n+]1ccc(C(=O)O)cc1. As for the total energy: -610.460632 Eh. Its HOMO-LUMO gap is 9.5125 eV. The HOMO energy is -14.44 eV.

```
! RIJCOSX wB97M-V def2-TZVPD def2/J DEFGRID3
* xyz 1 1
C -1.776 -0.877 -2.681
C -0.864 -2.091 -2.442
C 0.065 -1.926 -1.258
N -0.673 -1.621 0.012
N -0.110 -0.492 0.689
C -0.834 0.632 0.699
C -0.348 1.784 1.304
C 0.901 1.737 1.914
C 1.419 2.961 2.609
O 1.606 2.927 3.777
O 1.539 4.076 1.891
C 1.622 0.550 1.922
C 1.097 -0.563 1.293
H -1.641 -0.120 -1.916
H -1.558 -0.404 -3.632
H -2.817 -1.179 -2.701
H -0.215 -2.181 -3.311
H -1.425 -3.018 -2.393
H 0.766 -1.126 -1.484
H 0.658 -2.825 -1.103
H -0.548 -2.388 0.664
H -1.794 0.604 0.214
H -0.943 2.681 1.305
H 1.708 3.893 0.957
H 2.574 0.488 2.424
H 1.589 -1.520 1.245
*
```